1.
138
Properties=species:S:1:pos:R:3:forces:R:3 method="wB97M-V/def2-TZVPD" largest_force_ev_per_a=5.29 gap_ev=7.4 charge=0 smiles="CB(O)B(CCCSC(=S)N(c1ccccc1)c1ccccc1)[C@H](C)F.CCN(CC)CC.CCN(CC)CC.CCN(CC)CC.CCN(CC)CC" homo_ev=-7.965
C -4.287 4.155 -0.210 -0.1 -0.2 0.0
B -4.783 2.610 0.079 2.5 0.5 0.4
O -3.817 1.678 0.649 -1.7 0.6 -2.1
B -6.343 2.227 -0.347 -2.2 -0.8 -0.7
C -6.795 1.482 -1.725 0.4 0.1 -0.5
C -5.546 0.975 -2.620 -1.1 0.5 -0.2
C -5.052 2.280 -3.465 -1.1 -1.4 0.7
S -3.475 1.927 -4.374 0.4 0.4 0.9
C -2.007 2.299 -3.282 1.0 1.7 0.5
S -1.040 3.595 -3.794 -1.6 -2.0 0.7
N -1.690 1.574 -2.038 0.9 -0.6 -2.8
C -0.448 2.043 -1.389 3.5 2.0 3.5
C 1.001 1.705 -1.819 -0.2 1.8 2.5
C 2.222 2.280 -1.012 -2.6 0.7 1.4
C 2.058 3.167 0.269 -4.0 -1.4 -2.1
C 0.605 3.472 0.718 0.4 -2.1 -3.3
C -0.614 2.933 -0.114 2.9 -0.8 -0.7
C -1.734 0.106 -2.194 -0.3 -4.6 1.0
C -2.004 -0.714 -0.875 0.3 -1.6 -2.5
C -2.079 -2.262 -0.843 0.7 2.0 -3.2
C -1.893 -3.068 -2.155 0.4 4.3 -0.1
C -1.588 -2.260 -3.469 -0.7 1.3 3.1
C -1.503 -0.690 -3.502 -0.8 -1.8 3.0
C -7.559 2.660 0.673 1.1 -0.1 -0.2
C -7.077 2.256 2.156 -1.6 0.2 -0.4
F -8.800 1.985 0.315 1.4 0.8 0.7
H -3.732 4.211 -1.227 -0.8 -0.2 1.6
H -5.226 4.802 -0.297 1.4 -0.5 0.2
H -3.564 4.543 0.585 -1.1 -0.3 -1.0
H -3.927 0.867 0.084 0.1 0.7 1.2
H -7.325 2.297 -2.363 0.6 -1.2 1.0
H -7.599 0.668 -1.566 1.3 1.3 -0.1
H -5.964 0.155 -3.320 1.0 1.4 0.8
H -4.700 0.502 -2.015 -1.1 0.8 -0.8
H -5.870 2.429 -4.271 1.6 -0.1 1.0
H -5.036 3.226 -2.821 0.3 -1.4 -0.9
H 1.193 1.038 -2.739 -0.3 1.2 1.7
H 3.310 2.043 -1.307 -2.1 0.3 0.2
H 2.920 3.596 0.879 -1.2 -0.8 -1.1
H 0.393 4.093 1.651 0.3 -1.0 -1.5
H -1.667 3.181 0.251 1.7 -0.5 -0.7
H -2.143 -0.144 0.115 0.4 -0.9 -1.8
H -2.273 -2.779 0.155 0.3 0.8 -1.6
H -1.975 -4.207 -2.157 0.2 1.9 -0.1
H -1.454 -2.870 -4.424 -0.2 1.2 1.4
H -1.303 -0.139 -4.484 -0.3 -1.0 1.6
H -7.733 3.782 0.520 0.0 -1.4 0.6
H -6.612 1.211 2.094 -0.5 1.6 0.4
H -6.374 3.056 2.575 -0.8 -1.3 -0.7
H -8.024 2.224 2.816 1.6 0.0 -0.9
C -0.167 -9.959 -6.037 -0.1 -0.1 0.0
C 0.192 -8.760 -5.167 -0.1 -0.1 -0.1
N -0.867 -7.759 -5.081 -0.1 0.4 -0.1
C -0.422 -6.496 -4.497 0.2 0.0 -0.2
C 0.033 -6.512 -3.039 0.0 0.2 0.2
C -2.169 -8.235 -4.622 -0.1 -0.2 -0.2
C -2.237 -8.909 -3.251 -0.2 0.0 0.2
H -0.474 -9.644 -7.038 0.0 0.0 0.1
H 0.703 -10.613 -6.143 -0.1 0.1 0.0
H -0.970 -10.557 -5.598 0.0 0.0 -0.1
H 1.078 -8.296 -5.614 -0.1 0.2 0.2
H 0.494 -9.119 -4.174 0.1 -0.1 0.0
H -1.213 -5.746 -4.611 -0.1 -0.2 0.0
H 0.409 -6.118 -5.105 0.0 -0.2 0.0
H -0.812 -6.590 -2.352 0.1 -0.1 0.0
H 0.545 -5.573 -2.805 0.0 0.0 0.0
H 0.733 -7.323 -2.828 -0.1 0.0 0.0
H -2.556 -8.940 -5.365 0.2 0.0 0.0
H -2.886 -7.407 -4.643 0.3 0.1 0.0
H -1.428 -9.626 -3.096 0.0 0.1 0.0
H -3.179 -9.458 -3.161 0.1 0.0 0.0
H -2.217 -8.179 -2.441 0.1 -0.1 0.0
C -3.452 8.266 6.228 0.1 0.1 -0.1
C -3.537 6.883 5.592 0.0 0.2 0.0
N -4.036 6.897 4.221 -0.3 -0.2 -0.2
C -4.388 5.570 3.721 -0.1 0.0 0.2
C -3.263 4.548 3.573 0.0 -0.2 -0.1
C -3.312 7.746 3.280 0.0 0.3 0.1
C -1.819 7.483 3.087 0.2 0.0 -0.2
H -4.414 8.783 6.179 0.1 -0.1 -0.1
H -3.175 8.173 7.281 0.0 0.0 -0.1
H -2.695 8.891 5.747 -0.1 0.0 0.0
H -4.222 6.291 6.209 0.0 -0.1 -0.3
H -2.554 6.399 5.663 0.1 0.0 0.1
H -4.902 5.671 2.758 0.1 0.2 0.0
H -5.142 5.146 4.395 0.1 0.1 0.1
H -2.634 4.762 2.708 0.1 0.0 0.1
H -3.691 3.553 3.414 0.0 0.0 0.0
H -2.630 4.490 4.462 0.0 0.0 -0.1
H -3.434 8.787 3.596 0.0 -0.1 0.1
H -3.806 7.707 2.302 -0.1 -0.2 0.2
H -1.294 7.331 4.032 -0.1 0.0 0.0
H -1.357 8.344 2.595 0.0 -0.1 0.0
H -1.641 6.619 2.445 0.1 0.0 0.1
C 3.065 -4.329 -0.969 0.1 0.1 0.0
C 3.850 -5.610 -1.227 0.0 0.2 0.0
N 4.787 -5.512 -2.341 0.1 -0.2 -0.3
C 5.317 -6.806 -2.766 -0.2 -0.1 -0.1
C 6.182 -7.579 -1.771 0.2 -0.2 0.0
C 5.766 -4.431 -2.268 -0.2 0.3 0.0
C 6.690 -4.390 -1.051 0.3 0.1 0.1
H 2.546 -3.994 -1.871 0.1 0.0 0.0
H 2.312 -4.506 -0.196 0.1 0.0 0.0
H 3.708 -3.519 -0.615 -0.1 0.0 0.0
H 3.115 -6.392 -1.453 0.2 -0.1 -0.1
H 4.352 -5.911 -0.298 -0.1 0.0 0.1
H 5.879 -6.679 -3.697 0.0 0.2 0.1
H 4.467 -7.444 -3.039 -0.1 0.1 0.1
H 7.179 -7.144 -1.680 -0.1 0.0 0.1
H 6.316 -8.606 -2.123 0.0 0.1 0.0
H 5.731 -7.633 -0.778 0.0 0.0 -0.1
H 5.226 -3.479 -2.315 -0.1 -0.1 0.1
H 6.379 -4.435 -3.176 -0.1 -0.2 0.0
H 6.158 -4.563 -0.114 0.0 0.0 -0.1
H 7.157 -3.402 -0.981 0.0 -0.1 0.0
H 7.499 -5.117 -1.134 -0.1 0.0 0.1
C 3.995 4.693 4.963 0.1 0.1 0.0
C 4.774 3.408 4.707 0.0 0.1 -0.1
N 5.714 3.500 3.592 0.0 -0.2 -0.3
C 6.238 2.202 3.169 -0.2 -0.1 0.0
C 7.098 1.429 4.168 0.2 -0.2 0.0
C 6.699 4.576 3.663 -0.2 0.3 0.0
C 7.624 4.613 4.880 0.3 0.1 0.1
H 3.479 5.030 4.060 0.1 0.0 0.0
H 3.241 4.521 5.736 0.1 0.0 0.0
H 4.643 5.500 5.316 -0.1 0.0 -0.1
H 4.035 2.631 4.481 0.3 -0.1 -0.1
H 5.275 3.105 5.636 -0.1 0.0 0.1
H 6.803 2.323 2.238 0.0 0.2 0.1
H 5.387 1.567 2.895 -0.1 0.2 0.1
H 8.096 1.860 4.260 -0.1 0.0 0.1
H 7.228 0.400 3.820 0.0 0.1 0.0
H 6.644 1.381 5.160 0.0 0.0 -0.1
H 6.166 5.531 3.614 -0.1 -0.1 0.1
H 7.313 4.567 2.755 -0.2 -0.2 0.0
H 7.090 4.444 5.818 0.0 0.0 -0.1
H 8.096 5.598 4.949 0.0 -0.1 0.0
H 8.427 3.881 4.799 -0.1 0.0 0.1

=====

2.
110
Properties=species:S:1:pos:R:3:forces:R:3 method="wB97M-V/def2-TZVPD" largest_force_ev_per_a=1.33 gap_ev=6.5 charge=-1 homo_ev=-4.029
Mg -0.588 -0.205 -0.109 0.0 0.3 1.2
C 1.365 -4.490 -4.460 0.0 0.0 0.1
C 0.569 -3.579 -3.528 0.0 0.1 -0.1
C -0.508 -2.831 -4.324 0.0 0.0 0.1
P 1.514 -2.267 -2.548 0.0 -0.2 0.1
C 3.342 -2.384 -2.976 0.0 0.0 0.0
C 4.010 -1.242 -2.198 -0.1 0.0 0.0
C 4.138 -3.669 -2.748 0.0 0.1 0.0
C 1.517 -3.022 -0.865 0.0 0.1 0.0
C 1.563 -4.405 -0.666 0.0 0.0 0.0
C 1.572 -4.984 0.593 0.0 0.0 0.0
C 1.619 -6.481 0.766 0.0 0.1 0.0
C 1.515 -4.133 1.695 0.0 0.0 0.0
C 1.454 -2.764 1.528 0.0 0.0 0.0
C 1.466 -2.173 0.257 0.1 -0.1 0.0
N 1.333 -0.784 0.105 0.4 0.1 0.0
C 2.278 0.050 0.631 0.0 -0.1 0.0
C 3.482 -0.420 1.213 0.0 -0.1 0.0
C 4.477 0.432 1.644 0.0 0.1 0.0
C 4.365 1.815 1.521 0.1 0.0 0.0
C 5.450 2.753 1.985 -0.1 0.0 0.0
C 3.188 2.291 0.962 0.0 0.0 0.0
C 2.142 1.471 0.547 0.0 0.1 0.0
P 0.604 2.169 -0.148 0.4 0.1 -0.1
C 1.176 2.909 -1.750 -0.1 -0.1 0.0
C 1.876 1.836 -2.587 0.0 0.1 0.1
C -0.035 3.476 -2.495 0.0 0.0 0.1
C 0.167 3.678 0.881 -0.1 -0.2 0.0
C 0.249 3.342 2.370 0.0 0.0 0.0
C 0.857 5.007 0.579 0.0 0.0 0.0
H 0.678 -5.042 -5.108 0.0 0.0 0.0
H 1.960 -5.218 -3.911 0.1 0.0 0.0
H 2.033 -3.914 -5.105 0.0 0.0 0.0
H 0.063 -4.199 -2.785 0.0 0.0 0.0
H -0.053 -2.204 -5.095 0.0 0.0 0.0
H -1.095 -2.170 -3.686 0.0 0.0 -0.1
H -1.183 -3.539 -4.814 0.0 0.0 0.0
H 3.370 -2.128 -4.041 0.0 0.0 0.0
H 4.147 -1.528 -1.154 0.0 0.0 0.0
H 3.407 -0.332 -2.206 0.1 -0.1 0.0
H 4.993 -1.014 -2.617 0.0 0.0 0.0
H 3.948 -4.078 -1.755 0.0 0.0 0.0
H 5.208 -3.443 -2.807 0.0 0.0 0.0
H 3.927 -4.436 -3.489 -0.1 -0.1 0.0
H 1.595 -5.060 -1.531 0.0 0.0 0.0
H 2.101 -6.958 -0.089 0.0 0.0 0.0
H 0.615 -6.904 0.858 0.0 0.0 0.0
H 2.175 -6.752 1.664 0.0 0.0 0.0
H 1.501 -4.553 2.696 0.0 0.0 0.0
H 1.390 -2.111 2.387 0.0 0.0 0.0
H 3.634 -1.487 1.312 0.0 0.0 0.0
H 5.378 0.008 2.078 0.0 0.0 0.0
H 6.349 2.199 2.258 0.0 0.0 0.0
H 5.137 3.327 2.861 0.0 0.0 0.0
H 5.720 3.469 1.205 0.0 0.0 0.0
H 3.085 3.363 0.835 0.0 0.0 0.0
H 1.895 3.707 -1.536 0.0 0.0 0.0
H 1.267 0.933 -2.668 0.0 0.0 0.0
H 2.834 1.565 -2.142 -0.1 0.1 0.0
H 2.058 2.210 -3.599 0.0 0.0 0.0
H 0.281 3.986 -3.409 0.0 0.0 0.0
H -0.593 4.196 -1.888 0.0 0.0 0.0
H -0.714 2.666 -2.772 0.0 0.0 0.0
H -0.897 3.807 0.641 0.0 0.0 0.0
H 1.287 3.238 2.689 0.0 0.0 0.0
H -0.262 2.402 2.571 0.0 0.0 0.0
H -0.219 4.132 2.965 0.0 0.0 0.0
H 1.918 4.986 0.827 0.0 0.0 0.0
H 0.399 5.789 1.192 0.0 0.0 0.0
H 0.758 5.305 -0.465 0.0 0.0 0.0
C -2.021 1.034 4.463 0.0 0.0 -0.1
Si -1.049 -0.150 3.341 0.1 0.0 0.3
C 0.685 -0.164 4.129 -0.1 0.0 -0.1
C -1.829 -1.855 3.582 0.0 0.0 -0.1
O -1.039 0.308 1.809 0.1 -0.2 -0.4
H -2.157 0.571 5.446 0.0 0.0 0.0
H -3.009 1.281 4.072 0.0 0.0 0.0
H -1.477 1.971 4.614 0.0 0.0 0.0
H 0.668 0.358 5.091 0.0 0.0 0.0
H 1.408 0.345 3.485 0.0 0.0 0.0
H 1.061 -1.172 4.319 0.0 0.0 0.0
H -1.989 -2.091 4.638 0.0 0.0 0.0
H -1.209 -2.643 3.146 0.0 0.0 0.0
H -2.798 -1.884 3.074 0.0 0.0 0.0
N -1.766 0.223 -3.105 0.1 0.0 0.0
C -1.256 -0.049 -2.100 -0.3 0.0 -0.5
O -3.014 -0.674 0.154 0.1 -0.1 0.0
S -3.010 0.821 0.156 -1.2 0.4 -0.3
C -4.160 1.299 -1.160 0.1 0.0 0.0
C -4.122 2.593 -1.652 0.1 0.0 0.1
C -4.988 2.961 -2.669 0.0 0.0 0.0
C -5.872 2.029 -3.197 0.0 0.0 0.0
C -5.880 0.727 -2.714 0.0 0.0 0.0
C -5.017 0.357 -1.694 0.0 -0.1 0.0
C -4.122 1.325 1.475 0.2 0.0 0.2
C -4.889 0.361 2.100 0.0 -0.1 0.0
C -5.747 0.737 3.124 0.0 0.0 0.0
C -5.819 2.065 3.520 0.0 0.0 0.0
C -5.028 3.022 2.895 0.0 0.0 0.0
C -4.170 2.652 1.873 0.1 0.0 -0.1
H -3.397 3.301 -1.266 0.0 0.0 0.0
H -4.958 3.968 -3.066 0.0 0.0 0.0
H -6.541 2.315 -3.999 0.0 0.0 0.0
H -6.547 -0.007 -3.149 0.0 0.0 0.0
H -4.976 -0.659 -1.323 0.0 0.0 0.0
H -4.794 -0.670 1.782 0.0 0.0 0.0
H -6.347 -0.011 3.627 0.0 0.0 0.0
H -6.479 2.355 4.328 0.0 0.0 0.0
H -5.071 4.055 3.215 0.0 0.0 0.0
H -3.530 3.385 1.396 0.0 0.0 0.0

=====

3.
100
Properties=species:S:1:pos:R:3:forces:R:3 method="wB97M-V/def2-TZVPD" largest_force_ev_per_a=1.59 gap_ev=3.5 charge=-2 homo_ev=-0.183
Rb -2.398 1.224 -0.390 -1.1 0.2 0.6
C 4.405 -3.934 0.296 -0.1 0.0 0.0
C 2.902 -4.196 0.086 0.1 0.0 0.0
C 2.673 -5.709 -0.080 0.0 0.1 0.0
C 2.130 -3.699 1.297 0.1 0.0 -0.1
C 2.275 -4.309 2.541 -0.1 0.1 0.0
C 1.559 -3.876 3.644 0.1 -0.1 0.1
C 0.676 -2.815 3.527 0.0 0.1 -0.1
C 0.520 -2.166 2.312 0.1 0.0 -0.3
P -0.686 -0.805 1.989 -0.3 0.0 0.6
C -0.064 0.473 3.146 0.0 0.1 -0.1
C 1.290 0.590 3.459 0.0 0.0 0.0
C 1.751 1.681 4.183 0.0 0.0 0.0
C 0.865 2.661 4.608 0.0 0.1 0.0
C -0.486 2.548 4.306 0.1 0.0 0.0
C -0.950 1.469 3.570 0.0 -0.1 0.0
C -2.111 -1.538 2.882 0.0 0.0 0.0
C -2.967 -2.315 2.103 0.0 0.0 0.0
C -4.061 -2.948 2.668 0.0 0.0 0.0
C -4.315 -2.801 4.023 -0.1 0.0 0.0
C -3.475 -2.025 4.805 0.0 0.0 0.0
C -2.375 -1.397 4.240 0.0 0.0 0.0
C 1.260 -2.619 1.213 -0.1 0.0 0.4
O 1.053 -1.923 0.066 0.1 0.0 0.0
C 1.554 -2.391 -1.114 0.1 -0.1 -0.3
C 1.127 -1.702 -2.248 -0.2 0.1 0.1
C 1.630 -2.118 -3.473 0.0 -0.1 0.1
C 2.514 -3.181 -3.567 0.0 0.0 -0.1
C 2.911 -3.846 -2.421 0.0 0.0 -0.1
C 2.438 -3.468 -1.170 -0.1 0.0 0.2
P 0.007 -0.142 -2.110 1.0 -1.2 -0.2
C 1.505 0.853 -2.493 -0.2 0.3 0.0
C 2.233 1.157 -1.339 -0.1 0.0 0.0
C 3.363 1.956 -1.397 0.0 0.0 -0.1
C 3.779 2.474 -2.617 0.1 0.0 0.1
C 3.073 2.164 -3.768 0.0 0.0 -0.1
C 1.946 1.355 -3.710 0.0 0.0 0.0
C -1.005 -0.742 -3.528 -0.1 0.2 0.0
C -1.028 -0.349 -4.858 0.0 0.1 0.0
C -1.918 -0.929 -5.753 0.0 0.0 0.0
C -2.800 -1.913 -5.334 0.0 0.0 0.0
C -2.788 -2.319 -4.006 0.0 0.0 -0.1
C -1.899 -1.737 -3.119 0.0 0.0 0.0
H 4.772 -4.468 1.176 0.0 0.0 0.0
H 4.588 -2.868 0.434 0.0 0.0 0.0
H 4.972 -4.267 -0.576 0.0 0.0 0.0
H 3.022 -6.256 0.796 0.0 0.0 0.0
H 3.213 -6.087 -0.949 0.0 0.0 0.0
H 1.611 -5.918 -0.218 0.0 0.0 0.0
H 2.961 -5.140 2.646 0.0 0.0 0.0
H 1.683 -4.382 4.594 0.0 0.0 0.0
H 0.096 -2.493 4.383 0.0 0.0 0.0
H 1.988 -0.174 3.135 0.0 0.0 0.0
H 2.806 1.768 4.416 0.0 0.0 0.0
H 1.229 3.512 5.172 0.0 0.0 0.0
H -1.188 3.307 4.632 0.0 0.0 0.0
H -2.016 1.391 3.335 0.0 0.0 0.0
H -2.776 -2.408 1.038 0.0 0.0 0.0
H -4.730 -3.531 2.049 0.0 0.0 0.0
H -5.192 -3.260 4.462 0.0 0.0 0.0
H -3.693 -1.883 5.856 0.0 0.0 0.0
H -1.740 -0.772 4.854 0.0 0.0 0.0
H 1.324 -1.595 -4.372 0.0 0.0 0.0
H 2.899 -3.491 -4.532 0.0 0.0 0.0
H 3.613 -4.667 -2.508 0.0 0.0 0.0
H 1.878 0.777 -0.386 0.0 0.1 0.0
H 3.911 2.190 -0.492 -0.1 0.0 0.0
H 4.639 3.131 -2.662 0.0 0.0 0.0
H 3.392 2.572 -4.721 0.0 0.0 0.0
H 1.408 1.139 -4.624 0.0 0.1 0.0
H -0.372 0.429 -5.209 0.0 0.1 0.0
H -1.928 -0.597 -6.784 0.0 0.0 0.0
H -3.498 -2.355 -6.035 0.0 0.0 0.0
H -3.481 -3.079 -3.666 0.0 0.0 0.0
H -1.886 -2.059 -2.081 0.0 0.0 0.0
Cl -1.032 3.274 -5.331 0.0 -0.3 -0.1
C -0.334 3.862 -3.851 -0.1 0.1 0.1
C 0.355 5.072 -3.926 0.1 0.0 0.3
C 0.856 5.646 -2.792 -0.1 0.0 -0.3
Cl 1.736 7.150 -2.930 0.1 0.1 0.0
C 0.651 5.049 -1.532 0.0 -0.2 0.1
C 1.022 5.645 -0.309 0.0 -0.1 0.1
C 0.792 4.978 0.863 0.1 0.2 -0.1
C 0.195 3.710 0.814 0.0 -0.3 -0.1
N -0.190 3.138 -0.302 0.1 0.1 0.2
C 0.008 3.781 -1.474 0.1 0.3 0.0
C -0.510 3.129 -2.665 -0.1 -0.4 -0.3
O -1.075 1.984 -2.608 0.1 0.6 -0.4
H 0.488 5.549 -4.887 0.0 0.0 0.0
H 1.462 6.633 -0.315 0.1 0.0 0.0
H 1.046 5.419 1.817 0.0 0.0 0.0
H 0.028 3.144 1.725 0.0 0.1 0.0
O -6.418 5.669 4.565 0.0 0.0 0.0
C -6.102 4.755 3.819 0.0 0.1 0.0
S -6.452 4.705 2.105 0.1 -0.2 -0.1
C -5.692 3.139 1.705 0.1 0.1 0.7
C -5.128 2.482 2.753 -0.4 0.7 -0.1
S -4.357 0.949 2.727 0.5 -0.6 0.1
S -5.218 3.325 4.327 0.0 -0.2 -0.2
S -5.749 2.651 0.066 0.0 0.0 -0.8